No. 1
A molecular structure, C28H28ClN5PRuS, computed with ωB97M-V/def2-TZVPD.

2S+1: 5
E_LUMO (alpha / beta): -9.388 / -11.436 eV
HOMO level (alpha / beta): -16.6 / -17.1 eV
Charge: +3
Relative energy (zero: lowest compared OMol25 entry of this formula, charge and spin): 0.0 kJ/mol
Calculated total energy: -2651.181416 a.u.

Geometry (Å):
1 Ru -0.45907 -0.61381 0.02117
2 N 1.76085 -0.91219 -0.26627
3 C 2.58694 0.27080 -0.50687
4 C 3.96523 0.16403 -0.58048
5 C 4.73117 1.29493 -0.83440
6 C 4.12288 2.52793 -1.02698
7 C 2.74445 2.64354 -0.94919
8 C 1.97674 1.50865 -0.69789
9 P 0.18062 1.55254 -0.64447
10 C -0.43655 1.02090 -2.25969
11 C -1.81888 1.08219 -2.51818
12 C -2.30097 0.72551 -3.76380
13 C -1.42260 0.27719 -4.74660
14 C -0.05416 0.21551 -4.49613
15 C 0.44353 0.56962 -3.25554
16 C -0.43460 3.17860 -0.23497
17 C -0.92706 4.04576 -1.21150
18 C -1.34589 5.31126 -0.83469
19 C -1.29534 5.70551 0.49647
20 C -0.81367 4.83426 1.46860
21 C -0.38723 3.57064 1.10757
22 H 2.17667 -1.47171 0.47309
23 H 1.79479 -1.49536 -1.10308
24 H 4.44380 -0.79796 -0.43485
25 H 5.80816 1.20585 -0.87971
26 H 4.72423 3.40339 -1.23134
27 H 2.26572 3.60593 -1.08076
28 H -2.50235 1.45703 -1.76484
29 H -3.35948 0.79866 -3.97412
30 H -1.80339 -0.02455 -5.71339
31 H 0.62673 -0.10156 -5.27524
32 H 1.51166 0.55534 -3.07687
33 H -0.96508 3.74207 -2.24980
34 H -1.71166 5.99482 -1.58912
35 H -1.62620 6.69642 0.77599
36 H -0.77513 5.14924 2.50266
37 H -0.00908 2.88477 1.85894
38 C -1.09771 -0.93342 5.64102
39 C -1.94063 -0.56297 4.48762
40 N -3.20387 -0.30113 4.51708
41 N -3.56082 -0.01747 3.24432
42 C -2.55014 -0.10643 2.39158
43 S -2.57131 0.19813 0.70993
44 N -1.49484 -0.45242 3.16771
45 N -0.20078 -0.61522 2.67512
46 H -1.74483 -1.09210 6.50060
47 H -0.39717 -0.13557 5.89704
48 H -0.52882 -1.84565 5.45493
49 H -4.52593 0.21392 3.04671
50 H 0.19453 -1.46364 3.06959
51 H 0.37725 0.16400 2.98077
52 Cl 0.18209 -2.99521 -2.81661
53 C 0.37351 -4.05497 -1.45714
54 C 1.05250 -5.23685 -1.61361
55 C 1.20867 -6.08442 -0.51417
56 C 0.68569 -5.74208 0.73863
57 C -0.03332 -4.58532 0.88425
58 C -0.26472 -3.71565 -0.21848
59 C -1.24001 -2.68066 -0.12091
60 H 1.45843 -5.51774 -2.57614
61 H 1.74668 -7.01566 -0.63528
62 H 0.82517 -6.40932 1.57812
63 H -0.49256 -4.35220 1.83743
64 H -1.94445 -2.82003 0.69426
65 H -1.72837 -2.41569 -1.06808

Forces on atoms 1 to 2 (eV/Å):
Ru -0.1 0.4 0.7
N -0.6 0.0 -0.2

No. 2
A molecular structure, C28H28CoNOS3Si in a non-equilibrium geometry, computed with ωB97M-V/def2-TZVPD.

2S+1: 5
E_LUMO (alpha / beta): 0.380 / -1.137 eV
HOMO level (alpha / beta): -7.6 / -8.4 eV
Calculated total energy: -4080.517497 a.u.

Geometry (Å):
1 Co -0.48126 -0.91521 -0.11848
2 N 1.38894 -1.96021 -0.70218
3 C 2.45704 -1.64901 0.19252
4 C 3.67654 -1.22371 -0.31868
5 C 4.75454 -0.99421 0.51712
6 C 4.61474 -1.18121 1.88092
7 C 3.39104 -1.55871 2.39682
8 C 2.29264 -1.80261 1.57492
9 C 1.01104 -2.15181 2.20362
10 C 1.04344 -2.96151 3.34062
11 C -0.09046 -3.18501 4.09192
12 C -1.27956 -2.58811 3.70992
13 C -1.32966 -1.81921 2.55812
14 C -0.20526 -1.60241 1.75492
15 H 1.65984 -1.76291 -1.66248
16 H 1.10214 -2.93401 -0.61948
17 H 3.78574 -1.08591 -1.38578
18 H 5.70254 -0.68171 0.10472
19 H 5.45204 -1.02871 2.54692
20 H 3.27054 -1.65091 3.46482
21 H 1.97334 -3.42411 3.63392
22 H -0.04996 -3.80451 4.97712
23 H -2.17046 -2.73391 4.30512
24 H -2.28356 -1.37761 2.28832
25 C -3.61026 -0.29241 -0.49338
26 Si -2.44706 -1.72151 -1.14038
27 C -2.83106 -1.89941 -3.03528
28 C -3.18126 -3.34041 -0.36298
29 H -4.62776 -0.43851 -0.84868
30 H -3.26816 0.67749 -0.83888
31 H -3.63066 -0.26071 0.59312
32 H -3.90106 -2.01881 -3.18858
33 H -2.33846 -2.76741 -3.46408
34 H -2.51086 -1.03041 -3.60128
35 H -4.26366 -3.27041 -0.34818
36 H -2.83716 -3.48931 0.65422
37 H -2.91296 -4.21721 -0.93968
38 O -0.23586 0.63169 -1.07688
39 C -0.00476 1.98279 -1.06578
40 C -0.56636 2.58479 -2.33708
41 C -1.44416 1.99089 -3.18818
42 C -1.83756 2.83539 -4.25078
43 C -1.26046 4.05949 -4.18378
44 S -0.19836 4.20239 -2.83788
45 C 1.48994 2.20679 -0.95848
46 C 2.21044 2.53009 0.14782
47 C 3.60174 2.55979 -0.08978
48 C 3.91954 2.22669 -1.36458
49 S 2.52354 1.86169 -2.30318
50 C -0.68146 2.62579 0.13442
51 C -0.91256 2.01059 1.32542
52 C -1.54106 2.84589 2.27372
53 C -1.76476 4.09379 1.79242
54 S -1.22726 4.26859 0.16602
55 H -1.79146 0.98379 -3.04818
56 H -2.52316 2.54099 -5.02488
57 H -1.39696 4.90149 -4.83288
58 H 1.76184 2.75149 1.09872
59 H 4.32324 2.83229 0.65882
60 H 4.88844 2.18319 -1.82128
61 H -0.63176 0.98119 1.51332
62 H -1.79916 2.52869 3.26792
63 H -2.22726 4.92599 2.28382

Forces on atoms 1 to 2 (eV/Å):
Co 1.7 0.8 -0.3
N -0.7 0.2 0.0

What is the formula in the second record?
C28H28CoNOS3Si

Which value of calculated total energy does entry 1 give?
-2651.181416 a.u.